Below is a cluster of 2 separate species, C5H7ClN2O in total, with properties calculated with wB97M-V/def2-TZVPD.

Geometry (Å):
C (3.53, 0.17, 1.39)
C (-0.60, -1.19, -0.43)
C (-2.59, 0.11, -1.00)
C (-0.62, 1.11, 0.28)
C (3.24, -0.90, 0.58)
N (3.79, 1.06, 2.12)
N (-1.22, -0.08, -0.41)
O (-0.70, -2.35, -0.65)
Cl (1.83, -0.83, -0.49)
H (-2.99, -0.80, -1.51)
H (-3.33, 0.49, -0.29)
H (-2.52, 0.76, -1.82)
H (-1.04, 2.04, 0.04)
H (-0.77, 1.08, 1.28)
H (0.38, 1.32, 0.11)
H (3.60, -1.99, 0.81)

Values from the calculation:
HOMO (spin up / spin down)   -8.602 / -6.922 eV
Total energy   -839.4893 Eh
ΔE to the lowest compared entry with this formula, charge and spin   4.636 eV
Gap between HOMO and LUMO (spin up / spin down)   8.824 / 5.571 eV
Net charge   0